# 1
Here is C48H74AlBr3CaCl4F8N4O3 as an isolated structure at a distorted geometry from the OMol25 dataset. Energies are from ωB97M-V/def2-TZVPD.

- Net charge: +2
- 2S+1: 1
- Highest occupied orbital energy: -9.95 eV

Each line ends with the Mulliken charge.
Positions of all 146 atoms, in Å:
C1 4.204 2.186 -0.391  -0.86
C2 3.705 2.683 -1.634  -0.38
C3 2.261 2.253 -2.271  2.22
C4 2.075 0.712 -1.822  -1.27
N1 1.798 -0.472 -1.821  -0.49
C5 2.413 2.454 -3.862  -0.23
C6 1.717 1.323 -4.769  -0.57
C7 1.010 2.120 -6.003  0.22
F1 1.612 3.234 -6.676  -0.36
C8 -0.288 1.691 -6.419  0.17
F2 -1.368 2.535 -6.796  -0.22
F3 -0.512 0.275 -6.454  -0.21
C9 1.058 3.216 -1.703  1.10
C10 0.869 2.799 -0.141  -1.08
N2 0.677 2.415 0.991  -0.62
C11 -0.303 3.104 -2.546  1.50
C12 -1.053 1.659 -2.402  -0.64
C13 -2.638 1.865 -2.044  -0.26
C14 -2.885 2.299 -0.516  -0.21
C15 -4.179 3.238 -0.281  -0.14
C16 -4.261 4.527 -1.248  0.28
C17 -5.758 4.665 -1.859  -1.20
C18 -6.160 3.496 -2.896  -0.02
C19 -7.125 2.345 -2.242  -0.95
C20 -6.390 0.900 -2.160  -0.04
C21 -6.049 0.354 -3.664  -0.88
C22 1.701 4.705 -1.663  -2.75
C23 0.605 5.908 -1.671  0.24
C24 0.468 6.423 -3.192  -0.08
C25 -0.994 6.924 -3.611  0.65
F4 -1.938 6.992 -2.545  -0.27
F5 -0.825 8.295 -4.085  -0.26
C26 -1.674 6.111 -4.825  0.46
F6 -2.558 7.043 -5.485  -0.27
F7 -2.531 5.063 -4.336  -0.11
F8 -0.758 5.665 -5.818  -0.23
H1 4.830 2.908 0.267  0.20
H2 4.100 1.117 -0.001  0.21
H3 4.351 3.464 -2.183  0.43
H4 3.526 2.584 -4.122  0.48
H5 1.911 3.471 -4.132  -0.25
H6 2.563 0.636 -5.187  0.30
H7 0.876 0.738 -4.266  0.57
H8 -1.107 3.872 -2.198  -0.76
H9 -0.182 3.291 -3.679  -0.31
H10 -1.048 1.056 -3.386  0.30
H11 -0.631 1.011 -1.557  0.30
H12 -3.073 2.610 -2.822  -0.23
H13 -3.130 0.845 -2.308  0.58
H14 -3.090 1.324 0.084  0.41
H15 -1.934 2.773 -0.082  -0.33
H16 -5.170 2.641 -0.318  0.15
H17 -4.104 3.628 0.811  0.09
H18 -3.440 4.577 -2.046  -0.41
H19 -4.107 5.461 -0.570  0.22
H20 -5.801 5.683 -2.415  0.37
H21 -6.507 4.754 -0.991  0.37
H22 -5.212 3.043 -3.385  -0.06
H23 -6.816 4.001 -3.710  0.39
H24 -7.345 2.659 -1.161  0.36
H25 -8.142 2.273 -2.796  0.37
H26 -5.392 0.924 -1.593  -0.11
H27 -7.080 0.171 -1.608  0.40
H28 -6.810 0.827 -4.378  0.29
H29 -6.147 -0.800 -3.601  0.31
H30 -4.958 0.641 -3.910  0.15
H31 2.414 4.911 -2.564  1.21
H32 2.273 4.788 -0.634  1.25
H33 -0.375 5.597 -1.170  0.39
H34 1.054 6.790 -1.053  -0.11
H35 1.204 7.320 -3.312  0.21
H36 0.855 5.598 -3.904  0.19
C27 2.059 -4.420 -1.405  -1.75
C28 3.512 -4.224 -0.906  1.87
C29 4.494 -4.581 -2.042  -1.27
C30 4.559 -6.079 -2.316  -0.78
C31 4.871 -6.856 -1.041  -0.72
C32 3.962 -6.500 0.159  1.84
N3 3.757 -5.034 0.330  0.55
O1 4.854 -4.541 0.928  -0.41
C33 2.586 -7.193 0.012  -1.60
C34 4.574 -7.181 1.423  -2.30
C35 3.592 -2.696 -0.640  -2.06
H37 1.777 -3.629 -2.109  0.41
H38 1.902 -5.349 -1.951  0.28
H39 1.346 -4.379 -0.577  0.43
H40 5.504 -4.229 -1.791  0.42
H41 4.214 -4.059 -2.962  0.40
H42 3.621 -6.433 -2.755  0.32
H43 5.336 -6.278 -3.062  0.46
H44 4.812 -7.929 -1.252  -0.14
H45 5.920 -6.656 -0.779  0.54
H46 1.893 -6.861 0.792  0.41
H47 2.682 -8.279 0.112  0.36
H48 2.115 -7.035 -0.956  0.31
H49 5.614 -6.893 1.590  0.54
H50 4.574 -8.269 1.317  0.54
H51 4.000 -6.937 2.323  0.54
H52 2.885 -2.396 0.140  0.50
H53 3.346 -2.132 -1.543  0.41
H54 4.592 -2.366 -0.342  0.43
C36 -2.307 4.354 3.481  -0.36
Br1 -3.052 2.690 2.823  0.01
Br2 -1.834 5.557 2.028  -0.08
Br3 -3.475 5.208 4.771  -0.02
H55 -1.383 4.106 4.002  0.44
C37 4.266 -12.459 0.284  -0.44
C38 5.115 -13.488 0.231  -0.49
C39 6.454 -13.345 -0.374  0.55
O2 7.233 -14.280 -0.427  -0.56
C40 6.817 -12.022 -0.915  -0.50
C41 5.974 -10.992 -0.865  0.00
C42 4.631 -11.134 -0.258  0.32
O3 3.861 -10.197 -0.208  -0.39
H56 3.280 -12.546 0.723  0.46
H57 4.864 -14.465 0.624  0.43
H58 7.812 -11.941 -1.355  0.53
H59 6.228 -10.015 -1.259  0.47
Cl1 -0.425 10.190 -3.307  -0.05
Cl2 5.529 -7.777 3.753  -0.48
Ca1 2.812 6.932 -1.009  1.53
C43 -4.328 4.034 10.975  -1.39
C44 -3.901 2.602 10.669  -0.31
N4 -4.420 2.093 9.403  0.14
C45 -4.258 0.648 9.251  -0.68
C46 -2.835 0.097 9.183  -0.93
C47 -4.113 2.883 8.217  -0.76
C48 -2.640 3.135 7.893  -0.68
H60 -5.416 4.138 10.941  0.33
H61 -3.996 4.313 11.978  0.43
H62 -3.887 4.750 10.276  0.27
H63 -4.285 1.977 11.483  0.45
H64 -2.806 2.540 10.716  0.25
H65 -4.807 0.314 8.363  0.33
H66 -4.768 0.162 10.091  0.40
H67 -2.368 0.301 8.219  0.20
H68 -2.857 -0.991 9.301  0.40
H69 -2.195 0.495 9.975  0.27
H70 -4.609 3.854 8.313  0.34
H71 -4.588 2.427 7.341  0.31
H72 -2.059 3.422 8.772  0.27
H73 -2.559 3.955 7.171  0.18
H74 -2.172 2.263 7.434  0.21
Cl3 2.601 -1.218 -5.226  -0.51
Al1 9.494 -11.913 -1.723  0.57
Cl4 2.250 10.522 -3.723  -0.18


# 2
Here is a 6-piece molecular cluster, C48H77ClF15N2O12S2 overall at a distorted geometry from the OMol25 dataset. Energies are from ωB97M-V/def2-TZVPD.

- Net charge: +1
- 2S+1: 1
- Highest occupied orbital energy: -10.54 eV

Each line ends with the Mulliken charge.
Positions of all 157 atoms, in Å:
C1 -4.292 -4.154 -2.112  -1.47
C2 -3.002 -3.644 -2.750  -0.40
C3 -2.048 -3.185 -1.651  -1.29
C4 -0.756 -2.523 -2.145  0.82
C5 -1.100 -1.417 -3.138  -3.00
C6 0.190 -1.990 -1.033  -0.24
C7 -0.485 -1.461 0.285  0.43
C8 -0.495 0.080 0.478  -2.28
C9 -1.450 0.809 -0.463  0.31
C10 -1.303 2.325 -0.223  -0.99
S1 -2.901 3.140 -0.046  -0.10
C11 -2.624 4.374 1.201  -0.09
S2 -1.746 4.051 2.526  -0.20
N1 -3.279 5.596 0.903  0.37
C12 -2.261 6.666 0.744  -0.47
C13 -2.762 8.077 1.023  -1.24
C14 -4.261 5.859 1.996  -0.70
C15 -5.554 6.477 1.453  -0.78
C16 0.434 -1.909 1.360  -1.01
N2 1.366 -2.672 0.944  0.31
C17 1.233 -2.979 -0.496  1.09
C18 0.714 -4.453 -0.479  -1.45
C19 1.693 -5.482 0.088  -0.83
C20 0.996 -6.760 0.561  -0.74
C21 2.066 -7.767 1.048  -0.98
C22 1.668 -8.556 2.309  -0.38
C23 2.903 -8.792 3.194  -0.73
O1 2.991 -10.159 3.662  -0.39
C24 2.571 -10.243 4.990  0.50
C25 1.071 -10.384 5.164  -0.75
O2 3.373 -10.183 5.937  -0.55
C26 2.648 -3.056 -1.140  -1.93
C27 3.256 -1.782 -1.719  0.17
C28 2.798 -1.485 -3.137  -1.49
Cl1 3.082 -0.376 -0.620  -0.26
H1 -4.097 -4.987 -1.440  0.35
H2 -4.747 -3.361 -1.521  0.34
H3 -5.025 -4.440 -2.859  0.43
H4 -2.558 -4.416 -3.378  0.40
H5 -3.298 -2.823 -3.396  0.20
H6 -1.802 -4.077 -1.077  0.27
H7 -2.621 -2.529 -0.995  0.49
H8 -0.193 -3.269 -2.711  0.72
H9 -1.832 -0.749 -2.724  0.41
H10 -1.554 -1.840 -4.029  0.64
H11 -0.225 -0.864 -3.471  0.64
H12 0.606 -1.085 -1.462  1.19
H13 -1.470 -1.864 0.517  0.89
H14 0.519 0.460 0.365  0.40
H15 -0.822 0.259 1.502  0.70
H16 -1.191 0.590 -1.490  -0.23
H17 -2.461 0.492 -0.220  0.38
H18 -0.754 2.474 0.702  0.50
H19 -0.723 2.779 -1.021  0.41
H20 -1.356 6.490 1.325  0.36
H21 -1.951 6.641 -0.301  0.32
H22 -2.798 8.233 2.096  0.40
H23 -2.008 8.757 0.636  0.40
H24 -3.709 8.307 0.551  0.21
H25 -4.548 4.891 2.394  0.63
H26 -3.848 6.411 2.837  0.39
H27 -6.038 7.122 2.177  0.29
H28 -6.230 5.676 1.167  0.37
H29 -5.346 7.010 0.532  -0.17
H30 0.336 -1.561 2.377  0.54
H31 2.080 -3.016 1.573  0.36
H32 -0.209 -4.463 0.097  0.41
H33 0.479 -4.753 -1.496  0.58
H34 2.295 -5.118 0.924  0.47
H35 2.399 -5.775 -0.687  0.29
H36 0.286 -6.552 1.355  0.36
H37 0.514 -7.199 -0.311  0.28
H38 2.941 -7.171 1.313  0.48
H39 2.375 -8.422 0.240  0.43
H40 0.922 -8.026 2.892  0.33
H41 1.297 -9.526 1.994  0.39
H42 2.852 -8.141 4.066  0.35
H43 3.827 -8.609 2.659  0.45
H44 0.871 -11.266 5.758  0.39
H45 0.584 -10.431 4.197  0.31
H46 0.719 -9.481 5.655  0.22
H47 2.664 -3.853 -1.875  0.54
H48 3.320 -3.374 -0.345  0.45
H49 4.325 -1.955 -1.784  0.68
H50 3.248 -2.222 -3.796  0.49
H51 3.163 -0.504 -3.431  0.32
H52 1.722 -1.507 -3.261  0.29
C29 5.398 1.632 -1.804  -0.70
C30 5.757 2.857 -0.992  -0.41
O3 7.176 3.090 -0.994  -0.34
C31 7.652 3.721 -2.061  0.34
O4 7.021 4.098 -3.000  -0.50
C32 9.163 3.948 -1.899  0.86
F1 9.780 2.854 -1.446  -0.25
F2 9.385 4.937 -1.022  -0.22
F3 9.721 4.283 -3.051  -0.24
H53 5.952 0.762 -1.449  0.29
H54 4.334 1.425 -1.728  0.16
H55 5.649 1.774 -2.856  0.38
H56 5.485 2.714 0.052  0.34
H57 5.232 3.742 -1.350  0.34
C33 -1.559 -11.156 11.354  -1.10
C34 -0.713 -10.536 10.265  -0.23
O5 -1.347 -10.666 8.975  -0.29
C35 -2.274 -9.769 8.687  0.34
O6 -2.638 -8.866 9.377  -0.51
C36 -2.809 -10.024 7.268  0.89
F4 -3.046 -11.319 7.054  -0.25
F5 -1.911 -9.617 6.356  -0.25
F6 -3.938 -9.363 7.052  -0.25
H58 -1.786 -12.195 11.114  0.31
H59 -1.033 -11.121 12.306  0.37
H60 -2.507 -10.630 11.463  0.32
H61 0.237 -11.057 10.177  0.32
H62 -0.497 -9.488 10.470  0.32
C37 -4.648 1.981 -8.411  -1.11
C38 -3.214 1.717 -8.011  -0.21
O7 -3.024 1.915 -6.591  -0.30
C39 -3.367 0.910 -5.811  0.02
O8 -3.813 -0.147 -6.146  -0.52
C40 -3.062 1.266 -4.348  1.30
F7 -3.451 2.499 -4.036  -0.29
F8 -1.730 1.191 -4.124  -0.27
F9 -3.681 0.431 -3.515  -0.25
H63 -4.955 2.978 -8.094  0.30
H64 -4.756 1.906 -9.492  0.38
H65 -5.325 1.265 -7.946  0.32
H66 -2.547 2.425 -8.495  0.32
H67 -2.894 0.715 -8.293  0.33
C41 9.609 8.054 0.221  -1.14
C42 8.329 7.634 0.909  -0.20
O9 7.602 8.772 1.410  -0.32
C43 6.846 9.410 0.531  0.34
O10 6.709 9.136 -0.623  -0.51
C44 6.104 10.563 1.228  0.91
F10 6.915 11.251 2.032  -0.24
F11 5.100 10.077 1.970  -0.26
F12 5.592 11.401 0.338  -0.24
H68 10.221 8.661 0.888  0.35
H69 10.180 7.176 -0.078  0.34
H70 9.403 8.651 -0.667  0.31
H71 8.552 7.022 1.780  0.35
H72 7.693 7.047 0.248  0.30
C45 -5.080 8.201 -2.278  -0.99
C46 -5.496 8.381 -3.722  -0.52
O11 -6.880 8.036 -3.909  -0.31
C47 -7.759 8.977 -3.595  0.34
O12 -7.515 10.066 -3.175  -0.51
C48 -9.182 8.474 -3.895  0.91
F13 -9.356 7.222 -3.464  -0.25
F14 -9.405 8.491 -5.213  -0.25
F15 -10.087 9.243 -3.309  -0.24
H73 -5.300 7.188 -1.940  0.32
H74 -4.012 8.387 -2.164  0.38
H75 -5.622 8.887 -1.626  0.38
H76 -4.935 7.706 -4.364  0.37
H77 -5.310 9.396 -4.070  0.36


# 3
Here is a 15-piece molecular cluster, C48H78Cl14F12NO16P2 overall at a distorted geometry from the OMol25 dataset. Energies are from ωB97M-V/def2-TZVPD.

- Net charge: -1
- 2S+1: 1
- Highest occupied orbital energy: -7.07 eV

Each line ends with the Mulliken charge.
Positions of all 171 atoms, in Å:
C1 17.610 15.648 -22.559  -0.94
C2 16.778 15.436 -23.815  1.45
C3 15.743 16.571 -24.033  -0.74
N1 15.058 16.638 -25.425  0.97
C4 16.060 17.157 -26.411  -0.83
C5 13.935 17.689 -25.271  1.13
C6 12.682 17.101 -25.877  0.82
C7 13.121 15.841 -26.653  1.04
C8 14.358 15.342 -25.946  -1.47
H1 17.025 15.677 -21.641  -0.09
H2 18.135 16.595 -22.689  -0.01
H3 18.424 14.938 -22.412  0.41
H4 16.242 14.492 -23.716  -0.23
H5 17.518 15.392 -24.615  -0.68
H6 16.188 17.559 -23.906  0.27
H7 14.982 16.467 -23.259  0.60
H8 16.508 18.102 -26.108  0.30
H9 15.545 17.238 -27.367  0.31
H10 16.864 16.457 -26.642  0.10
H11 14.295 18.585 -25.779  -0.49
H12 13.815 18.073 -24.258  -0.43
H13 12.286 17.796 -26.618  -0.09
H14 11.931 16.938 -25.109  -0.79
H15 13.302 16.071 -27.702  -0.60
H16 12.365 15.058 -26.596  0.23
H17 15.144 14.817 -26.489  0.21
H18 14.104 14.740 -25.074  0.27
P1 13.896 11.297 -27.523  1.54
F1 15.336 11.010 -28.187  -0.36
F2 14.369 10.348 -26.258  -0.39
F3 14.592 12.625 -26.824  -0.50
F4 12.534 11.772 -26.729  -0.41
F5 13.545 12.248 -28.798  -0.43
F6 13.135 10.059 -28.263  -0.39
P2 18.289 12.774 -26.755  1.37
F7 18.847 12.424 -28.264  -0.42
F8 18.619 14.337 -26.967  -0.35
F9 16.966 12.861 -27.685  -0.33
F10 17.358 12.986 -25.405  -0.48
F11 17.938 11.128 -26.778  -0.41
F12 19.645 12.588 -25.911  -0.42
Cl1 19.404 19.187 -23.096  -0.02
C9 20.211 20.352 -22.054  -0.57
C10 21.611 19.930 -21.679  -0.62
Cl2 22.677 19.777 -23.200  -0.19
H19 19.652 20.400 -21.118  0.30
H20 20.248 21.360 -22.463  0.32
H21 21.688 19.003 -21.111  0.33
H22 22.126 20.563 -20.956  0.40
Cl3 14.390 14.002 -21.003  -0.09
C11 14.887 14.595 -19.364  -0.05
C12 15.964 13.730 -18.732  -0.31
Cl4 17.537 14.030 -19.524  -0.16
H23 13.957 14.664 -18.801  0.48
H24 15.124 15.639 -19.563  -0.41
H25 15.742 12.672 -18.867  0.21
H26 16.035 13.962 -17.670  0.37
Cl5 11.747 15.878 -22.859  0.12
C13 10.077 16.585 -22.594  -0.27
C14 9.860 16.749 -21.092  -0.60
Cl6 10.575 18.342 -20.620  -0.18
H27 9.324 15.890 -22.967  0.16
H28 9.950 17.509 -23.156  0.10
H29 10.242 15.928 -20.489  0.36
H30 8.777 16.771 -20.966  0.38
Cl7 19.193 17.943 -27.278  -0.11
C15 20.408 16.888 -26.467  -0.53
C16 21.829 17.420 -26.806  -0.31
Cl8 22.926 16.230 -26.147  -0.20
H31 20.301 15.925 -26.966  0.30
H32 20.141 16.773 -25.418  0.30
H33 21.783 18.350 -26.238  0.26
H34 21.914 17.574 -27.879  0.34
Cl9 16.508 10.212 -20.376  -0.24
C17 16.789 11.174 -21.830  0.26
C18 15.736 10.874 -22.857  0.08
Cl10 16.052 9.189 -23.487  -0.20
H35 17.780 10.887 -22.177  0.43
H36 16.733 12.209 -21.494  -0.46
H37 15.777 11.669 -23.601  -0.20
H38 14.712 10.911 -22.488  0.33
Cl11 9.511 12.323 -22.587  -0.24
C19 9.365 12.221 -24.423  -0.53
C20 9.770 13.543 -25.176  0.28
Cl12 9.358 13.411 -26.906  -0.18
H39 8.361 11.864 -24.646  0.38
H40 10.014 11.416 -24.765  0.28
H41 10.842 13.720 -25.109  -0.13
H42 9.178 14.420 -24.919  0.18
Cl13 13.174 21.021 -28.166  0.00
C21 13.741 21.732 -26.596  1.52
C22 13.322 23.236 -26.423  -0.45
Cl14 14.013 24.334 -27.631  -0.20
H43 14.827 21.652 -26.546  -0.66
H44 13.469 21.101 -25.750  -0.82
H45 13.667 23.640 -25.472  0.24
H46 12.245 23.397 -26.431  0.33
C23 11.425 14.720 -29.251  -0.28
O1 10.298 14.427 -30.099  -0.51
C24 10.545 13.336 -31.046  -0.39
C25 11.693 13.651 -32.032  -0.06
O2 12.022 12.593 -32.974  -0.46
C26 12.367 11.304 -32.440  -0.63
H47 11.203 15.493 -28.517  0.19
H48 12.254 15.135 -29.831  0.00
H49 11.897 13.830 -28.830  0.53
H50 9.573 13.192 -31.517  0.34
H51 10.738 12.400 -30.519  0.32
H52 12.651 13.830 -31.538  0.23
H53 11.555 14.556 -32.625  0.14
H54 11.428 10.752 -32.500  0.29
H55 12.817 11.197 -31.452  0.19
H56 13.054 10.837 -33.146  0.27
C27 15.255 19.095 -20.276  -0.52
O3 14.078 19.014 -21.154  0.00
C28 13.604 20.232 -21.686  -0.50
C29 14.690 21.080 -22.422  -0.56
O4 15.150 20.378 -23.544  0.52
C30 16.178 21.153 -24.263  -0.73
H57 15.299 18.089 -19.864  -0.14
H58 15.061 19.852 -19.517  0.33
H59 16.069 19.273 -20.979  0.22
H60 13.333 20.847 -20.822  0.53
H61 12.718 19.949 -22.253  -0.22
H62 15.573 21.282 -21.811  0.42
H63 14.332 22.052 -22.772  0.26
H64 17.067 21.329 -23.657  0.34
H65 15.790 22.089 -24.668  0.33
H66 16.461 20.573 -25.141  -0.29
C31 11.994 17.874 -33.145  -0.61
C32 13.030 17.462 -32.393  -0.29
C33 13.080 17.725 -30.890  1.21
O5 13.893 17.300 -30.080  -0.81
C34 12.013 18.616 -30.362  -0.68
C35 11.044 19.065 -31.179  0.23
C36 10.948 18.782 -32.660  0.64
O6 10.082 19.232 -33.360  -0.61
O7 10.028 19.866 -30.720  -0.55
O8 14.115 16.852 -32.895  -0.64
H67 12.085 17.696 -34.207  0.45
H68 11.941 18.846 -29.310  0.79
H69 9.504 20.164 -31.472  0.34
H70 14.514 16.520 -32.078  0.37
C37 17.148 20.722 -28.137  -0.08
C38 16.382 20.188 -29.110  0.32
C39 16.142 20.859 -30.465  0.51
O9 15.438 20.241 -31.269  -0.59
C40 16.730 22.206 -30.556  -1.05
C41 17.462 22.776 -29.584  0.91
C42 17.694 22.103 -28.194  0.31
O10 18.219 22.614 -27.227  -0.62
O11 17.959 24.026 -29.753  -0.50
O12 15.892 18.943 -28.950  0.09
H71 17.342 20.205 -27.208  0.35
H72 16.488 22.732 -31.469  0.29
H73 17.696 24.403 -30.597  0.31
H74 15.285 18.778 -29.684  -0.09
C43 8.130 21.898 -24.663  -0.91
C44 8.319 20.747 -25.353  0.15
C45 9.542 19.946 -25.568  0.54
O13 9.625 18.801 -26.041  -0.55
C46 10.680 20.589 -24.864  0.86
C47 10.577 21.803 -24.283  -0.29
C48 9.299 22.632 -24.122  0.65
O14 9.299 23.718 -23.617  -0.58
O15 11.681 22.333 -23.659  -0.30
O16 7.217 20.113 -25.870  -0.61
H75 7.101 22.225 -24.626  0.46
H76 11.636 20.102 -24.997  -0.10
H77 11.330 23.148 -23.273  0.31
H78 7.442 19.307 -26.348  0.37